{"formula": "C39H43N7O6", "method": "ωB97M-V/def2-TZVPD", "fmax_ev_per_a": 3.20, "lumo_ev": -2.2, "homo_ev": -6.5, "e_tot_ev": -63844.05566, "symbols": ["C", "C", "C", "C", "C", "C", "C", "C", "C", "C", "C", "C", "N", "N", "N", "C", "C", "C", "C", "C", "C", "C", "C", "C", "C", "C", "C", "C", "C", "C", "C", "C", "C", "C", "C", "C", "H", "H", "H", "H", "H", "H", "H", "H", "H", "H", "H", "H", "H", "H", "H", "H", "H", "H", "H", "H", "H", "H", "H", "H", "H", "H", "H", "H", "H", "H", "H", "H", "H", "H", "H", "H", "H", "H", "H", "H", "H", "O", "N", "O", "C", "C", "C", "N", "O", "O", "C", "C", "N", "O", "O", "N", "C", "H", "H"], "xyz": [[-2.6144, -1.5272, -3.5760], [-1.1126, -1.7673, -3.6608], [-0.6676, -2.0772, -5.0943], [-0.7071, -2.8261, -2.6433], [-0.6181, -4.1691, -2.9968], [-0.3531, -5.1439, -2.0322], [-0.1749, -4.7747, -0.7026], [-0.3016, -3.4379, -0.3150], [-0.2622, -3.0642, 1.1638], [1.1209, -3.2743, 1.7641], [-1.3616, -3.7989, 1.9342], [-0.5222, -2.4669, -1.2974], [-0.6091, -1.0761, -0.9054], [-1.8222, -0.4930, -0.7672], [-1.5560, 0.7833, -0.3879], [-2.6061, 1.6407, 0.1333], [-2.7823, 1.7445, 1.5222], [-2.1053, 0.7223, 2.4345], [-2.8449, -0.6110, 2.3894], [-1.8968, 1.2152, 3.8654], [-3.6590, 2.7144, 2.0142], [-4.3927, 3.5153, 1.1370], [-4.2765, 3.3282, -0.2390], [-3.4011, 2.3687, -0.7581], [-3.3704, 2.0785, -2.2620], [-3.0171, 3.3088, -3.0984], [-4.6871, 1.4328, -2.7011], [-0.1931, 0.9727, -0.2263], [0.3486, 2.2118, 0.2728], [1.3355, 2.1771, 1.2832], [1.7836, 3.3557, 1.8717], [1.2917, 4.5863, 1.4252], [0.3664, 4.6412, 0.3702], [-0.1005, 3.4678, -0.2044], [0.4404, -0.2067, -0.5392], [1.8113, -0.4607, -0.5513], [-2.8948, -1.3164, -2.5380], [-2.9108, -0.6709, -4.1933], [-3.1685, -2.4136, -3.9171], [-0.6032, -0.8379, -3.3683], [0.3843, -2.3852, -5.1235], [-1.2815, -2.8606, -5.5586], [-0.7661, -1.1684, -5.6993], [-0.7665, -4.4619, -4.0371], [-0.2913, -6.1926, -2.3239], [0.0391, -5.5315, 0.0554], [-0.4844, -1.9916, 1.2164], [1.8539, -2.6698, 1.2159], [1.1404, -2.9560, 2.8139], [1.4185, -4.3298, 1.7016], [-2.3397, -3.5514, 1.5009], [-1.2293, -4.8868, 1.8774], [-1.3680, -3.4973, 2.9886], [-1.1039, 0.5494, 2.0120], [-2.8742, -0.9988, 1.3615], [-2.3437, -1.3490, 3.0275], [-3.8781, -0.4997, 2.7500], [-1.3522, 2.1671, 3.8636], [-2.8535, 1.3445, 4.3868], [-1.2954, 0.4840, 4.4193], [-3.7947, 2.8264, 3.0914], [-5.0728, 4.2730, 1.5284], [-4.8814, 3.9169, -0.9314], [-2.5764, 1.3333, -2.4020], [-2.0867, 3.7659, -2.7401], [-2.8628, 3.0189, -4.1454], [-3.8111, 4.0660, -3.0545], [-4.8908, 0.5485, -2.0848], [-5.5306, 2.1270, -2.5893], [-4.6319, 1.1100, -3.7471], [1.6983, 1.1983, 1.6093], [2.5077, 3.2976, 2.6882], [1.6295, 5.5143, 1.8889], [0.0091, 5.6038, -0.0006], [-0.8100, 3.4777, -1.0326], [2.4085, 0.2763, -1.0904], [2.1481, -1.4893, -0.5023], [8.5604, -0.6660, 3.5953], [8.3398, -0.2426, 2.4478], [9.2542, 0.1546, 1.6890], [6.9864, -0.1807, 1.9169], [6.7731, 0.2248, 0.5941], [5.4585, 0.3933, 0.0818], [5.3219, 0.7554, -1.3089], [6.3639, 0.8302, -1.9968], [4.1919, 0.9893, -1.7977], [4.3085, 0.2002, 0.8857], [4.5383, -0.2229, 2.1868], [3.6336, -0.4685, 3.2330], [2.4059, -0.4542, 3.2921], [4.3996, -0.8276, 4.3402], [5.7458, -0.8182, 4.0462], [5.8158, -0.4589, 2.7361], [7.6322, 0.4115, -0.0499], [3.3041, 0.4499, 0.5678]], "forces_ev_per_angstrom": [[-0.3609, -0.0241, 0.0969], [0.5546, 0.0362, 0.0123], [0.0504, 0.0495, 0.0426], [-0.1409, 0.3838, -0.1313], [-0.0181, -0.1599, 0.1941], [0.1382, 0.1936, 0.0275], [-0.1319, -0.0001, -0.2015], [0.0713, 0.1912, 0.3137], [-0.0805, 0.2596, -0.2541], [0.2647, -0.0528, 0.0127], [-0.1335, -0.0292, -0.1251], [-0.1879, -0.3223, 0.0282], [-0.5090, 1.0762, 0.4615], [0.3666, 1.3303, 0.8124], [1.0031, -2.4509, -0.1869], [-0.5533, 0.3162, -0.2296], [0.1924, -0.3959, 0.2161], [0.5611, 0.4325, -0.1508], [-0.3197, -0.1907, -0.0571], [0.0280, 0.0299, -0.0760], [-0.1073, -0.1227, -0.2257], [0.1759, -0.0427, -0.1650], [-0.0153, -0.1698, 0.1638], [0.0412, -0.0116, -0.3693], [0.3877, -0.0609, 0.3742], [0.0488, 0.0503, 0.0150], [-0.0626, -0.1005, 0.1218], [-2.2620, 0.8042, -0.3877], [0.7314, 1.3689, 0.4614], [-0.4646, -0.0616, -0.2351], [-0.1327, 0.0236, -0.1771], [-0.1339, 0.0228, -0.1836], [0.2501, -0.0239, 0.3184], [0.1885, -0.8084, 0.2192], [0.9318, -1.5400, -0.6871], [-0.5667, -0.1733, -0.2747], [-0.1224, -0.0789, -0.3844], [0.0416, -0.1466, 0.0090], [0.1156, 0.1841, 0.0484], [-0.0711, -0.1175, -0.0020], [-0.1974, 0.0323, -0.0265], [0.1369, 0.1460, 0.1043], [-0.0365, -0.2038, 0.0294], [0.0387, 0.0887, 0.3157], [0.0279, 0.2624, 0.0801], [-0.1252, 0.2092, -0.2399], [0.0401, -0.1621, 0.1552], [-0.0789, -0.1832, 0.1909], [-0.0040, -0.1185, -0.1831], [-0.0270, 0.1899, 0.0807], [0.1493, -0.1331, 0.1443], [-0.0197, 0.2043, 0.0854], [0.0533, -0.1032, -0.1811], [-0.1531, 0.0004, 0.1855], [-0.0867, 0.0358, 0.3413], [-0.0679, 0.1589, -0.1202], [0.2070, -0.0075, -0.0800], [-0.1432, -0.1270, 0.0818], [0.2085, -0.0246, -0.0098], [-0.1713, 0.1348, -0.0669], [0.0688, -0.0511, -0.3698], [0.1890, -0.2048, -0.0978], [0.1391, -0.1535, 0.2375], [-0.1782, 0.1621, -0.1683], [-0.1932, -0.0167, -0.1214], [-0.1107, 0.1067, 0.1808], [0.1682, -0.1386, -0.0505], [-0.0221, 0.1410, -0.1409], [0.1722, -0.1157, -0.0476], [-0.0243, 0.1189, 0.1475], [-0.2115, 0.3797, 0.0166], [-0.2144, 0.1343, -0.2695], [-0.0533, -0.2745, -0.1329], [0.1325, -0.2760, 0.1480], [0.1784, 0.1416, 0.2853], [-0.2314, -0.3362, 0.4744], [-0.0001, 0.0140, -0.5378], [-1.1502, 0.6692, -2.0154], [2.5299, 0.0526, 0.2872], [-1.7542, -0.6600, 1.1622], [-1.2380, 0.2480, -0.9258], [0.4516, -0.6197, 1.3379], [-1.2200, -0.7250, 1.6493], [-0.2535, 1.0572, -3.0078], [-1.6709, -0.2752, 1.5168], [2.3060, -0.4436, 1.4678], [1.2393, 1.1248, -1.1563], [-0.5182, -0.6041, 1.7875], [0.2371, 0.1769, -1.1695], [1.6717, 0.0351, 0.1193], [-0.4933, 0.1721, -0.8866], [-0.0973, 0.5400, -1.9802], [0.9959, -0.1929, 2.0056], [-0.2865, 0.0154, 0.2411], [-0.0779, -0.2699, -0.3190]], "lowdin_charge": [-0.069, -0.373, -0.076, -0.121, -0.025, -0.053, -0.029, -0.122, -0.372, -0.054, -0.065, -0.081, 0.005, 0.172, 0.021, -0.094, -0.110, -0.363, -0.054, -0.066, -0.015, -0.050, -0.024, -0.135, -0.380, -0.055, -0.062, -0.123, -0.142, -0.026, -0.071, -0.081, -0.070, -0.010, -0.230, -0.035, 0.052, 0.074, 0.092, 0.134, 0.087, 0.077, 0.081, 0.112, 0.108, 0.116, 0.111, 0.057, 0.078, 0.083, 0.084, 0.077, 0.076, 0.120, 0.063, 0.071, 0.094, 0.087, 0.077, 0.084, 0.111, 0.109, 0.117, 0.110, 0.067, 0.085, 0.080, 0.087, 0.081, 0.075, 0.082, 0.107, 0.102, 0.107, 0.096, 0.033, 0.039, 0.084, -0.314, 0.050, -0.048, 0.113, -0.092, -0.300, 0.065, 0.056, 0.120, -0.082, -0.138, 0.071, 0.060, 0.149, -0.135, 0.136, 0.055]}